Entry 1:
# C25H45LuN2P3SSe

A structure of composition C25H45LuN2P3SSe at a distorted geometry (ωB97M-V/def2-TZVPD, OMol25).

```
78
Properties=species:S:1:pos:R:3:forces:R:3:lowdin_charge:R:1
Lu 0.430 -0.295 -1.032 -0.6 0.3 -0.2 1.0185
Se 1.724 -2.075 0.451 -0.3 -1.0 0.3 0.6822
S 0.903 0.209 -3.509 0.1 0.1 2.4 0.6123
P -1.459 2.631 -2.403 -0.1 0.7 -0.9 0.8427
P -1.478 0.714 1.161 -1.3 0.1 1.1 0.7517
P 1.809 1.833 0.293 1.0 1.2 0.4 0.7065
N -0.162 -2.829 2.673 0.0 0.2 -1.6 0.1136
N 1.925 -2.545 3.230 -0.5 0.1 -0.9 -0.0627
C -1.843 -2.581 -4.326 -0.3 -0.1 -0.2 -0.0476
C -3.100 2.044 -1.990 -0.3 -0.2 0.0 -0.1911
C -0.704 -2.657 6.356 -0.3 -0.2 -0.7 -0.0313
C -0.901 0.297 2.855 0.7 -0.3 0.1 -0.2548
C 1.222 -2.822 4.410 0.0 0.8 -0.2 -0.1493
C 1.262 3.074 1.550 -0.5 -0.1 -0.1 -0.2550
C 3.314 -2.100 3.187 0.2 -0.2 0.0 -0.0112
C 0.892 -1.396 -6.178 0.8 0.0 -0.5 -0.0848
C -1.123 -2.854 5.030 0.0 -0.4 0.3 0.0040
C 0.654 -2.540 6.700 0.4 -0.3 -0.5 -0.0225
C -1.130 -1.404 -4.259 0.1 0.4 0.6 -0.1414
C -2.969 -0.347 1.039 -0.1 -0.1 -0.3 -0.2717
C 1.076 -2.512 2.174 -0.2 -0.2 2.0 -0.6055
C 0.057 -1.337 -3.484 -0.5 -0.2 -0.3 -0.7703
C 2.677 2.961 -0.871 0.0 -0.2 -0.3 -0.2548
C -0.951 3.912 -1.255 0.2 0.5 0.6 -0.1897
C 1.643 -2.604 5.714 -0.2 -0.2 0.5 0.0252
C -0.219 -3.672 -2.899 -0.2 -0.5 0.0 -0.0559
C -1.418 -3.708 -3.618 0.1 -0.3 0.2 -0.0358
C 3.240 1.169 1.226 0.2 -0.6 -0.2 -0.2762
C -0.119 -2.973 4.073 0.2 0.8 -0.4 -0.1792
C 1.807 -0.610 -5.587 0.3 -0.4 -2.7 -0.2684
C -2.311 2.289 1.681 0.0 0.6 -0.5 -0.2655
C -1.492 3.341 -4.053 -0.2 0.2 -0.1 -0.1948
C 0.589 -2.526 -2.926 -0.3 0.8 0.6 -0.1891
H -1.348 4.873 -1.605 0.0 -0.2 -0.1 0.0922
H 0.133 4.018 -1.170 -0.2 -0.1 -0.3 0.0232
H 0.189 0.343 2.892 0.1 -0.1 0.1 0.0278
H -0.526 3.836 -4.242 -0.4 -0.1 0.0 0.0838
H -0.525 1.592 -2.756 0.0 -0.2 1.0 -0.1118
H -1.002 -2.824 2.068 0.9 -0.3 0.8 0.1624
H 3.709 -2.308 2.188 0.1 0.0 0.4 0.0573
H 3.602 3.318 -0.397 -0.3 0.0 -0.2 0.0650
H -3.408 -0.229 0.041 -0.1 -0.1 0.2 0.0295
H -3.734 -0.088 1.783 0.3 -0.1 -0.1 0.0734
H -1.624 2.536 -4.790 0.0 0.3 0.2 0.0718
H -1.186 -0.722 3.119 0.0 0.2 0.0 0.0205
H 3.460 0.150 0.884 0.2 0.4 0.2 -0.0102
H -1.577 3.034 2.010 0.0 -0.2 -0.1 0.0408
H -3.763 2.560 -2.699 -0.1 -0.3 0.3 0.0811
H 0.525 3.766 1.123 0.2 -0.2 0.2 0.0252
H -1.451 -2.581 7.136 0.0 0.0 -0.1 0.1223
H 2.054 3.825 -1.128 0.2 -0.2 0.0 0.0330
H -2.696 -1.401 1.164 -0.1 0.1 -0.1 0.0339
H 0.145 -0.961 -6.851 0.0 -0.2 0.5 0.0797
H -2.171 -2.931 4.718 0.4 0.1 0.4 0.1292
H 1.688 0.464 -5.768 0.7 -0.5 -0.2 0.0368
H 1.618 -2.546 -2.524 -0.6 0.0 -0.2 0.0938
H -1.339 3.772 -0.239 0.0 -0.2 -0.3 0.0270
H -1.453 -0.506 -4.803 0.1 -0.5 0.3 0.1156
H -2.998 2.133 2.527 0.3 -0.4 -0.3 0.0778
H 0.087 -4.543 -2.302 0.0 0.4 -0.6 0.1285
H 3.394 -1.024 3.395 -0.1 -0.3 0.0 0.1014
H 3.869 -2.660 3.943 0.0 0.1 -0.2 0.1120
H 3.007 1.144 2.298 0.0 0.0 -0.2 0.0502
H 4.107 1.820 1.054 -0.2 -0.2 0.2 0.0642
H -3.178 0.957 -2.132 -0.1 0.3 -0.1 0.0584
H -1.286 0.978 3.625 0.0 -0.1 -0.4 0.0747
H 2.126 3.664 1.893 -0.2 -0.3 -0.2 0.0813
H 0.928 -2.407 7.747 0.0 0.0 -0.4 0.1291
H 0.942 -2.488 -6.144 0.0 0.4 0.0 0.0830
H -2.903 2.741 0.883 0.1 0.0 0.1 0.0180
H -2.021 -4.629 -3.662 0.4 0.5 0.1 0.1323
H -2.751 -2.611 -4.930 0.2 -0.1 0.1 0.1301
H -2.334 4.050 -4.106 0.4 -0.1 -0.2 0.0832
H 0.826 2.568 2.421 0.1 0.2 -0.2 0.0321
H 2.931 2.412 -1.787 0.0 0.3 0.1 0.0452
H 2.705 -2.482 5.906 -0.2 0.1 0.3 0.1238
H 2.775 -0.999 -5.238 -0.7 0.3 0.3 0.0845
H -3.389 2.298 -0.961 0.1 -0.1 -0.4 0.0386
```
Positions in Å, forces in eV/Å.

Properties
- gap between HOMO and LUMO (Ha) = 0.227
- F_max (eV Å⁻¹) = 2.72
- HOMO (eV) = -15.2
- charge = +3
- DFT total energy (eV) = -167279.19445

***

Entry 2:
# CH4FOP

A structure of composition CH4FOP at a distorted geometry (ωB97M-V/def2-TZVPD, OMol25).

```
8
Properties=species:S:1:pos:R:3:forces:R:3:lowdin_charge:R:1
P 1.237 -0.620 0.202 -1.3 -2.2 -1.2 0.8159
F -1.608 -0.839 0.442 2.3 2.6 -0.5 -0.2817
O -0.597 1.470 -0.160 -0.9 -0.1 0.6 0.0144
C -0.383 0.329 0.467 -0.6 -3.0 4.1 -0.5922
H 1.551 -0.157 -1.088 0.0 0.3 -0.2 -0.1461
H 0.666 -1.953 -0.430 0.7 2.1 1.1 -0.0317
H -0.401 0.437 1.655 -0.4 0.3 -2.8 0.1265
H -0.466 1.332 -1.088 0.2 0.0 -1.1 0.0949
```
Positions in Å, forces in eV/Å.

Properties
- gap between HOMO and LUMO (Ha) = 0.401
- F_max (eV Å⁻¹) = 5.13
- HOMO (eV) = -10.3
- charge = 0
- DFT total energy (eV) = -15153.38829

***

Entry 3:
# C10H20N2O4

An isolated molecule of C10H20N2O4 at a distorted geometry (ωB97M-V/def2-TZVPD, OMol25).

```
36
Properties=species:S:1:pos:R:3:forces:R:3:lowdin_charge:R:1
O -1.148 2.383 1.604 -1.6 -0.7 -0.2 0.0506
O -1.291 0.324 -1.365 -1.0 1.0 -2.4 0.0969
O -0.493 0.383 3.291 -1.1 -0.1 -0.4 -0.1327
O -3.349 2.223 1.068 3.8 3.6 0.0 0.0473
N 1.818 -1.059 0.071 2.5 2.7 0.8 -0.0445
N -0.749 -0.161 0.707 5.6 0.3 0.3 0.0430
C -1.739 -1.870 3.328 1.2 -0.4 1.4 -0.0693
C 1.145 0.009 -0.996 1.7 -1.1 3.6 -0.1602
C 3.736 -1.673 -2.641 -0.9 -1.4 -0.1 -0.1469
C -2.130 1.659 1.382 0.1 1.9 -0.9 -0.4609
C 2.907 -0.581 -4.566 0.8 2.6 1.4 -0.0953
C -0.409 0.147 -0.586 0.8 -1.7 0.8 -0.4562
C -1.761 -0.316 2.977 0.0 2.9 -1.0 -0.2547
C -1.952 0.165 1.308 -1.6 -1.4 2.6 -0.1913
C 2.884 -0.443 -2.933 -2.1 -4.7 -2.8 -0.3756
C 1.380 -0.573 -2.427 1.6 3.3 0.6 -0.1469
H 3.710 -1.850 -1.575 0.9 -0.2 0.3 0.0350
H 1.789 -2.053 -0.164 0.0 0.6 -0.3 0.0406
H -2.660 0.325 3.473 1.9 -2.0 -0.6 0.1682
H -0.954 -2.544 2.778 -1.7 1.7 0.2 0.0953
H -2.802 -2.241 3.235 1.3 0.2 -0.1 0.0718
H 2.519 -1.476 -5.097 -0.7 0.6 1.0 0.0670
H -1.362 -2.121 4.455 -1.2 1.3 -2.4 0.1149
H 0.166 -0.023 1.268 -2.3 -0.9 -0.4 0.1533
H 3.504 0.355 -2.623 -0.3 1.5 0.3 0.1130
H 0.807 -0.063 -3.166 -0.5 1.7 -0.4 0.0828
H -2.936 3.306 0.943 -2.2 -4.4 0.7 0.2632
H 0.813 -1.452 -2.610 0.5 -1.9 0.7 0.1140
H -2.801 -0.328 0.798 0.3 0.3 0.4 0.1630
H 2.912 -0.784 0.474 -4.4 -1.0 -2.1 0.1562
H 4.717 -1.470 -3.131 -0.4 -0.7 1.1 0.0745
H 3.253 -2.618 -3.110 0.9 1.5 0.6 0.1121
H -0.435 1.281 2.783 -0.5 -2.0 1.2 0.0912
H 4.050 -0.813 -4.635 -1.9 1.7 -1.2 0.0742
H 2.372 0.456 -4.876 1.9 -2.5 -0.4 0.1152
H 1.727 0.997 -0.512 -1.6 -2.2 -2.3 0.1914
```
Positions in Å, forces in eV/Å.

Properties
- gap between HOMO and LUMO (Ha) = 0.348
- SMILES = CC(C)C[C@H](N)C(=O)N[C@H](C(=O)O)[C@@H](C)O
- F_max (eV Å⁻¹) = 5.82
- HOMO (eV) = -9.0
- charge = 0
- DFT total energy (eV) = -21859.44760

***

Entry 4:
# C18H23ClN2O6

An isolated molecule of C18H23ClN2O6 (ωB97M-V/def2-TZVPD, OMol25).

```
50
Properties=species:S:1:pos:R:3:forces:R:3:lowdin_charge:R:1
Cl -0.148 2.633 2.933 0.0 0.1 0.2 0.7250
O 2.112 -2.502 1.269 -0.1 0.0 0.0 0.0954
O -1.996 -0.869 0.035 -0.1 0.2 -0.1 -0.1531
O 5.388 2.470 -0.774 0.3 0.3 0.0 0.0716
O -2.220 1.996 -1.583 0.2 0.0 0.6 -0.0879
O 0.904 -1.690 -0.449 0.3 0.2 -0.2 -0.0042
O -2.306 2.780 0.953 0.0 0.0 0.0 0.0575
N 4.904 0.583 0.380 0.2 0.0 0.2 0.1620
N 3.483 1.356 -1.265 -0.2 -0.1 -0.2 0.1569
C -3.217 -1.419 -0.420 -0.2 -0.2 0.1 -0.2213
C -0.184 -2.518 -0.075 -0.5 -0.2 0.5 -0.1173
C 2.442 0.381 -0.984 -0.2 -0.1 0.1 -0.1980
C 4.100 -0.484 0.674 -0.6 -0.3 -0.2 -0.2108
C 1.119 1.521 0.825 -0.1 -0.1 -0.2 -0.0479
C -1.161 2.238 0.479 0.1 -0.1 -0.3 -0.2809
C -0.049 2.098 1.297 -0.3 0.0 -0.2 -0.5838
C -1.076 1.799 -0.853 0.1 0.2 0.1 -0.2068
C 1.184 1.068 -0.480 -0.1 0.2 0.0 -0.1798
C 0.089 1.224 -1.322 -0.1 0.1 0.0 0.0341
C 4.612 -1.420 1.715 0.0 -0.1 0.1 0.0011
C -4.637 0.033 1.073 0.1 -0.3 0.1 -0.0942
C 4.623 1.553 -0.575 0.1 0.0 -0.1 -0.5381
C -2.255 1.503 -2.899 -0.1 -0.1 -0.3 -0.0762
C 1.981 -1.698 0.372 0.2 -0.2 0.2 -0.4350
C -1.186 -1.736 0.791 0.4 -0.3 -0.2 -0.1541
C 2.915 -0.633 0.033 0.3 0.3 -0.3 -0.0568
C -4.317 -1.394 0.646 0.3 0.2 -0.2 -0.2235
H 2.198 -0.134 -1.924 0.0 0.1 0.2 0.1527
H -3.263 1.698 -3.263 0.1 0.0 0.0 0.0981
H 0.195 -3.379 0.484 -0.1 0.1 -0.2 0.1259
H -5.206 -1.875 0.233 0.0 -0.1 0.0 0.1098
H -3.069 -2.444 -0.787 0.0 0.1 0.0 0.1217
H -1.793 -2.447 1.364 0.0 0.0 0.0 0.1266
H -0.653 -2.845 -1.006 0.0 0.0 0.1 0.1326
H -3.519 -0.788 -1.261 0.0 -0.1 0.0 0.1160
H -2.056 0.428 -2.925 0.0 0.0 0.0 0.0932
H 0.155 0.863 -2.336 0.0 -0.1 -0.1 0.1176
H -3.738 0.518 1.443 0.0 0.1 0.1 0.0642
H 3.972 -1.381 2.594 0.0 0.0 0.0 0.0982
H 1.963 1.414 1.489 0.1 0.0 0.1 0.1212
H -5.385 0.038 1.862 -0.1 0.1 0.1 0.0718
H 3.245 2.089 -1.917 0.2 0.0 0.1 0.1606
H -2.963 2.742 0.244 0.0 0.0 0.0 0.1084
H 4.574 -2.445 1.354 0.0 0.0 0.0 0.0945
H 5.784 0.696 0.863 -0.1 0.0 -0.1 0.1557
H -5.019 0.605 0.230 -0.1 0.1 -0.1 0.0747
H -3.997 -1.971 1.515 0.0 -0.1 0.0 0.1017
H -1.534 2.023 -3.539 0.0 0.0 0.0 0.0996
H 5.632 -1.168 1.998 0.1 0.0 0.0 0.0822
H -0.626 -1.107 1.489 0.0 -0.1 0.0 0.1390
```
Positions in Å, forces in eV/Å.

Properties
- gap between HOMO and LUMO (Ha) = 0.322
- SMILES = CCCOCCOC(=O)C1=C(C)NC(=O)N[C@@H]1c1cc(Cl)c(O)c(OC)c1
- F_max (eV Å⁻¹) = 0.73
- HOMO (eV) = -8.2
- charge = 0
- DFT total energy (eV) = -46827.67230